{"formula": "C2H5NO2", "method": "the ωB97M-V functional and the def2-TZVPD basis", "symbols": ["C", "C", "N", "O", "O", "H", "H", "H", "H", "H"], "positions_angstrom": [[-0.604, -0.469, -0.083], [0.665, -0.253, 0.531], [-0.842, 0.946, -0.705], [-1.187, 1.929, 0.005], [1.926, -0.696, 0.401], [-0.895, -1.208, -0.754], [-1.401, -0.425, 0.786], [0.590, 0.309, 1.391], [-0.213, 1.343, -1.468], [1.961, -1.474, -0.104]], "multiplicity": 1, "total_energy_ha": -284.254262, "charge": 0, "homo_lumo_gap_ev": [7.814, 8.719]}


{"formula": "C2H5NO2", "method": "the ωB97M-V functional and the def2-TZVPD basis", "symbols": ["N", "C", "C", "O", "O", "H", "H", "H", "H", "H"], "positions_angstrom": [[-0.478, -1.385, 0.720], [-0.646, -0.210, -0.169], [0.627, 0.619, -0.373], [1.708, 0.414, 0.209], [0.507, 1.786, -1.054], [0.363, -1.180, 1.466], [-1.177, -1.609, 1.430], [-0.973, -0.659, -1.124], [-1.407, 0.480, 0.329], [1.475, 1.743, -1.433]], "multiplicity": 1, "total_energy_ha": -284.413178, "charge": 0, "smiles": "NCC(=O)O", "homo_lumo_gap_ev": 10.443}


{"formula": "C2H5NO2", "method": "the ωB97M-V functional and the def2-TZVPD basis", "symbols": ["C", "C", "N", "O", "O", "H", "H", "H", "H", "H"], "positions_angstrom": [[0.190, -0.244, -0.447], [-0.328, -0.653, 0.827], [0.176, 2.237, -0.077], [0.212, 1.040, -0.748], [0.267, -1.171, -1.462], [-0.587, -1.770, 0.807], [-1.197, -0.072, 1.077], [0.496, -0.546, 1.474], [0.218, 1.968, 0.933], [0.554, -0.790, -2.384]], "multiplicity": 3, "total_energy_ha": -284.220766, "charge": 0, "homo_lumo_gap_ev": [6.646, 10.357], "s_squared": 2.007}


{"formula": "C2H5NO2S", "method": "the ωB97M-V functional and the def2-TZVPD basis", "symbols": ["C", "C", "N", "O", "O", "S", "H", "H", "H", "H", "H"], "positions_angstrom": [[1.355, -1.334, -0.176], [-0.817, 0.928, 0.618], [0.142, -1.034, -0.682], [1.626, -1.378, 0.972], [-2.354, -1.057, -0.251], [-1.228, -0.918, 0.618], [2.185, -1.660, -0.838], [-0.639, 1.216, -0.431], [0.229, 0.993, 1.054], [-1.595, 1.636, 1.105], [-0.119, -1.135, -1.607]], "multiplicity": 1, "total_energy_ha": -682.569130, "charge": 0, "homo_lumo_gap_ev": 10.265}


{"formula": "C2H5NO2S", "method": "the ωB97M-V functional and the def2-TZVPD basis", "symbols": ["O", "N", "O", "C", "C", "S", "H", "H", "H", "H", "H"], "positions_angstrom": [[-2.136, 1.643, 0.650], [-1.705, 0.668, 1.238], [-2.349, -0.168, 1.870], [-0.300, 0.359, 1.063], [-0.339, -0.431, -0.567], [1.384, -0.867, -0.939], [0.321, 1.238, 0.739], [-0.071, -0.346, 1.934], [-0.868, -1.405, -0.523], [-0.660, 0.138, -1.410], [1.822, 0.365, -0.645]], "multiplicity": 1, "total_energy_ha": -682.482800, "charge": 0, "smiles": "O=[N+]([O-])CCS", "homo_lumo_gap_ev": 9.546}


{"formula": "C2H5NO3", "method": "the ωB97M-V functional and the def2-TZVPD basis", "symbols": ["O", "C", "N", "C", "O", "H", "H", "H", "O", "H", "H"], "positions_angstrom": [[-0.393, -1.512, -1.213], [-0.862, -0.674, -0.475], [0.202, -0.135, 0.309], [1.468, -0.273, -0.409], [1.974, 0.739, -0.679], [-1.942, -0.321, -0.388], [-0.015, 0.688, 0.884], [1.664, -1.437, -0.628], [-1.677, 1.289, 1.795], [-1.782, 1.604, 2.729], [-2.199, 1.966, 1.314]], "multiplicity": 1, "total_energy_ha": -359.643672, "charge": 0, "smiles": "O=CNC=O.O", "homo_lumo_gap_ev": 9.900}


{"formula": "C2H5NO3", "method": "the ωB97M-V functional and the def2-TZVPD basis", "symbols": ["O", "C", "N", "C", "O", "H", "H", "H", "O", "H", "H"], "positions_angstrom": [[-0.721, -1.404, -1.399], [-0.745, -0.965, -0.287], [0.228, -0.091, 0.246], [1.492, -0.082, -0.355], [2.017, 0.913, -0.779], [-1.547, -1.211, 0.423], [-0.121, 0.848, 0.410], [2.047, -1.030, -0.344], [-1.572, 1.240, 1.803], [-1.291, 0.401, 2.200], [-2.426, 1.376, 2.242]], "multiplicity": 1, "total_energy_ha": -359.674406, "charge": 0, "smiles": "O=CNC=O.O", "homo_lumo_gap_ev": 10.762}


{"formula": "C2H5NO3S", "method": "the ωB97M-V functional and the def2-TZVPD basis", "symbols": ["C", "N", "S", "O", "O", "O", "C", "H", "H", "H", "H", "H"], "positions_angstrom": [[0.327, -2.219, -0.126], [-0.037, -1.049, -0.372], [1.078, 0.159, 0.026], [2.257, 0.049, -0.755], [1.140, 0.287, 1.443], [0.051, 1.647, -0.625], [-1.188, 1.643, -0.001], [1.289, -2.482, 0.308], [-0.359, -3.027, -0.360], [-1.796, 0.796, -0.330], [-1.674, 2.575, -0.297], [-1.087, 1.621, 1.089]], "multiplicity": 1, "total_energy_ha": -757.779026, "charge": 0, "smiles": "C=NS(=O)(=O)OC", "homo_lumo_gap_ev": 10.681}


{"formula": "C2H5NO3S", "method": "the ωB97M-V functional and the def2-TZVPD basis", "symbols": ["C", "C", "N", "O", "O", "O", "S", "H", "H", "H", "H", "H"], "positions_angstrom": [[0.128, 1.033, 0.404], [-0.270, -0.379, 0.738], [1.849, 0.111, -0.665], [2.213, -0.994, 1.762], [1.016, 1.066, -0.709], [1.085, -1.314, -1.966], [1.488, -1.158, 0.495], [-0.783, 1.627, 0.207], [0.683, 1.347, 1.184], [-0.573, -0.603, 1.860], [-0.921, -0.729, -0.073], [1.847, -1.880, -1.937]], "multiplicity": 3, "total_energy_ha": -757.587614, "charge": 0, "homo_lumo_gap_ev": [9.413, 6.865], "s_squared": 2.010}


{"formula": "C2H5NO4", "method": "the ωB97M-V functional and the def2-TZVPD basis", "symbols": ["O", "C", "N", "C", "O", "O", "H", "H", "H", "O", "H", "H"], "positions_angstrom": [[0.703, 2.049, 0.089], [0.507, 1.416, 1.099], [0.383, -0.007, 0.905], [0.632, -0.876, -0.287], [0.379, -1.997, -0.169], [1.200, -0.250, -1.406], [0.486, 1.703, 2.133], [-0.050, -0.445, 1.669], [1.008, 0.718, -1.334], [-1.731, -0.660, -0.631], [-2.209, -1.395, -0.707], [-1.308, -0.257, -1.361]], "multiplicity": 1, "total_energy_ha": -434.912837, "charge": 0, "smiles": "O=CNC(=O)O.O", "homo_lumo_gap_ev": 11.293}


{"formula": "C2H5NO4", "method": "the ωB97M-V functional and the def2-TZVPD basis", "symbols": ["O", "C", "N", "C", "O", "O", "H", "H", "H", "O", "H", "H"], "positions_angstrom": [[2.258, -0.310, 1.261], [1.074, -0.486, 1.223], [0.116, -0.125, 0.293], [-0.013, -1.092, -0.739], [-0.554, -2.166, -0.479], [1.026, -1.167, -1.617], [0.745, -1.122, 2.101], [-0.473, 0.687, 0.140], [1.028, -2.085, -1.896], [-1.544, 2.342, -0.319], [-1.179, 2.936, 0.354], [-2.485, 2.586, -0.321]], "multiplicity": 1, "total_energy_ha": -434.877726, "charge": 0, "smiles": "O=CNC(=O)O.O", "homo_lumo_gap_ev": 10.276}


{"formula": "C2H5NO5", "method": "the ωB97M-V functional and the def2-TZVPD basis", "symbols": ["O", "N", "O", "O", "C", "O", "C", "O", "H", "H", "H", "H", "H"], "positions_angstrom": [[2.070, -0.218, -1.161], [2.095, -0.026, 0.019], [3.014, -0.250, 0.751], [1.009, 0.533, 0.563], [-0.443, 0.714, -0.425], [-0.815, 1.970, -0.258], [-1.241, -0.447, 0.063], [-0.530, -1.679, -0.087], [0.129, 0.704, -1.308], [-1.192, 2.010, 0.655], [-2.141, -0.727, -0.666], [-1.469, -0.431, 1.154], [-0.486, -2.155, 0.700]], "multiplicity": 1, "total_energy_ha": -509.968003, "charge": 0, "smiles": "O=[N+]([O-])O[C@H](O)CO", "homo_lumo_gap_ev": 10.800}


{"formula": "C2H5NO5", "method": "the ωB97M-V functional and the def2-TZVPD basis", "symbols": ["O", "N", "O", "O", "H", "O", "C", "C", "O", "H", "H", "H", "H"], "positions_angstrom": [[-3.318, 0.049, -0.902], [-2.751, 0.006, 0.123], [-2.846, -0.832, 0.961], [-1.983, 1.119, 0.413], [-1.900, 1.199, 1.387], [2.871, 0.576, 0.066], [1.885, 0.368, -0.821], [0.839, -0.460, -0.577], [0.610, -1.077, 0.614], [2.721, 0.092, 0.864], [2.126, 1.003, -1.683], [0.273, -0.764, -1.465], [1.473, -1.279, 1.022]], "multiplicity": 1, "total_energy_ha": -509.971793, "charge": 0, "smiles": "O=[N+]([O-])O.O/C=C\\O", "homo_lumo_gap_ev": 8.870}


{"formula": "C2H5NOS", "method": "the ωB97M-V functional and the def2-TZVPD basis", "symbols": ["C", "C", "N", "O", "S", "H", "H", "H", "H", "H"], "positions_angstrom": [[0.410, -0.014, -1.076], [-1.116, 1.862, -0.192], [-0.276, 0.755, -0.553], [1.105, -1.414, 0.751], [1.665, -2.967, 0.956], [1.626, -0.885, 0.081], [-1.157, 1.954, 0.925], [-2.174, 1.514, -0.394], [-0.843, 2.696, -0.690], [0.759, -3.500, 0.194]], "multiplicity": 1, "total_energy_ha": -607.284378, "charge": 0, "homo_lumo_gap_ev": 9.579}


{"formula": "C2H5NOS", "method": "the ωB97M-V functional and the def2-TZVPD basis", "symbols": ["C", "C", "N", "O", "S", "H", "H", "H", "H", "H"], "positions_angstrom": [[0.578, -0.638, 0.026], [0.817, 0.847, 0.019], [-0.654, -1.083, -0.130], [-1.971, 1.050, 0.211], [-2.071, -0.342, -0.225], [1.356, -1.507, 0.062], [0.028, 1.440, 0.570], [1.113, 1.375, -1.016], [1.623, 0.886, 0.670], [-0.819, -2.029, -0.187]], "multiplicity": 1, "total_energy_ha": -607.279955, "charge": 0, "homo_lumo_gap_ev": [7.358, 7.608]}


{"formula": "C2H5NOS", "method": "the ωB97M-V functional and the def2-TZVPD basis", "symbols": ["C", "O", "N", "C", "S", "H", "H", "H", "H", "H"], "positions_angstrom": [[0.952, -1.108, -0.496], [0.593, 0.202, -0.734], [-0.608, 0.515, -0.247], [-0.906, 1.312, 0.834], [0.083, 2.031, 1.872], [0.995, -1.323, 0.607], [0.363, -1.882, -0.990], [1.892, -1.233, -0.937], [-1.347, 0.113, -0.718], [-2.018, 1.373, 0.810]], "multiplicity": 1, "total_energy_ha": -607.291873, "charge": 0, "smiles": "CONC=S", "homo_lumo_gap_ev": 9.302}


{"formula": "C2H5NOS", "method": "the ωB97M-V functional and the def2-TZVPD basis", "symbols": ["N", "C", "C", "O", "S", "H", "H", "H", "H", "H"], "positions_angstrom": [[1.071, -0.567, -0.070], [0.321, 0.673, 0.029], [-1.284, 0.518, 0.027], [-2.144, 1.317, -0.088], [-1.797, -1.199, -0.004], [1.963, -0.559, 0.411], [1.061, -1.062, -0.891], [0.547, 1.142, 0.967], [0.776, 1.348, -0.661], [-0.514, -1.612, 0.280]], "multiplicity": 1, "total_energy_ha": -607.360654, "charge": 0, "smiles": "NCC(=O)S", "homo_lumo_gap_ev": 10.160}


{"formula": "C2H5NOS", "method": "the ωB97M-V functional and the def2-TZVPD basis", "symbols": ["C", "S", "C", "N", "O", "H", "H", "H", "H", "H"], "positions_angstrom": [[0.909, -0.430, -1.483], [-0.647, 0.012, -0.887], [-0.054, 0.033, 0.725], [-0.702, 0.759, 1.707], [1.121, -0.383, 0.854], [1.278, -1.182, -0.819], [0.988, -0.542, -2.522], [1.516, 0.546, -1.206], [-0.806, 0.173, 2.818], [-1.809, 0.952, 1.688]], "multiplicity": 1, "total_energy_ha": -607.323227, "charge": 0, "smiles": "CSC(N)=O", "homo_lumo_gap_ev": 9.727}


{"formula": "C2H5NOS", "method": "the ωB97M-V functional and the def2-TZVPD basis", "symbols": ["C", "C", "N", "O", "S", "H", "H", "H", "H", "H"], "positions_angstrom": [[-0.233, 0.262, 0.616], [0.626, -0.432, -1.517], [0.533, -0.527, -0.111], [-1.371, 1.531, 2.509], [-0.494, 0.165, 2.210], [-1.485, 2.033, 1.700], [1.663, -0.758, -1.823], [-0.012, -1.298, -1.923], [-0.028, 0.454, -1.856], [0.802, -1.431, 0.196]], "multiplicity": 1, "total_energy_ha": -607.286590, "charge": 0, "homo_lumo_gap_ev": 9.197}


{"formula": "C2H5NOS", "method": "the ωB97M-V functional and the def2-TZVPD basis", "symbols": ["C", "S", "C", "N", "O", "H", "H", "H", "H", "H"], "positions_angstrom": [[0.454, -1.427, 1.332], [0.797, -0.707, -0.252], [-0.668, 0.619, -0.285], [-0.241, 1.421, -1.236], [-1.413, 0.902, 0.504], [-0.532, -2.065, 1.586], [1.448, -2.080, 1.697], [0.386, -0.695, 2.115], [-0.467, 2.594, -1.436], [0.685, 1.243, -1.601]], "multiplicity": 1, "total_energy_ha": -607.323952, "charge": 0, "smiles": "CSC(N)=O", "homo_lumo_gap_ev": 9.558}


Energy relative to the best compared isomer or geometry (same formula, charge and spin) values, unit kcal/mol, following the record order: 133.7 34.0 17.8 44.2 98.4 41.2 21.9 76.5 85.6 51.0 73.0 143.6 141.2 76.8 79.6 72.1 29.0 52.5 75.4 52.0.